Record 1
The following is a DFT calculation (ωB97M-V with the def2-TZVPD basis set) of a single C4BrF4I molecule at a distorted geometry.

The geometry in XYZ format:
```
10
Properties=species:S:1:pos:R:3:forces:R:3
F 1.685623 -0.599994 -1.246547 -0.4 0.5 -1.4
C 1.018283 -0.376324 -0.130900 -2.0 0.7 1.1
F 1.906558 -0.630382 0.798672 0.6 -0.3 1.9
C -0.368677 -1.024784 -0.001280 -1.3 3.6 -0.2
Br -1.055728 -2.705408 -0.168576 0.2 -0.5 0.0
C -1.088615 0.186256 0.105277 2.4 -2.8 -0.3
I -3.118448 0.361808 0.249294 0.2 0.4 0.0
C 0.171863 1.032818 0.119248 1.2 0.8 -1.8
F 0.465814 1.932174 -0.912430 -1.0 -1.2 0.2
F 0.383327 1.823836 1.187244 0.0 -1.1 0.5
```
Forces are in eV/Å.

Summary:
- HOMO level: -0.36405 hartree
- Largest force on an atom: 3.80 eV/Å
- LUMO: -0.17 eV
- Calculated total energy: -93159.069 eV
- Molecular weight: 330.8 g mol⁻¹
- SMILES string: FC1(F)C(Br)=C(I)C1(F)F
- Net charge: 0
- Energy relative to the best compared isomer or geometry (same formula, charge and spin): 0.0 kcal per mole
- HOMO-LUMO gap: 0.3579 Ha


Record 2
The following is a DFT calculation (ωB97M-V with the def2-TZVPD basis set) of a molecular structure, C11H8BrNO4Yb at a distorted geometry.

The geometry in XYZ format:
```
26
Properties=species:S:1:pos:R:3:forces:R:3
Yb -0.203563 -0.386055 0.611389 0.6 -1.8 0.9
O 0.533453 -0.816723 4.136238 -1.1 0.8 -4.5
C 0.270221 -0.616976 3.033812 1.3 -1.0 5.6
C 0.261737 -0.558721 -1.766915 0.5 0.3 -5.4
O 0.345959 -0.384314 -2.900046 -0.2 -0.7 4.1
C -1.958648 -2.095485 0.251158 -3.9 -4.1 -0.9
O -2.732191 -2.926359 0.065488 3.1 3.4 0.8
C 2.040271 0.555229 0.279131 4.3 3.2 -1.0
O 2.898796 1.273340 0.009976 -3.2 -2.8 1.0
C 2.815198 -4.366354 0.826092 -0.3 0.4 -0.2
H 3.594679 -3.872746 1.417039 -0.2 -0.3 -0.3
H 2.072586 -4.947533 1.381340 0.3 0.1 -0.2
C 2.760734 -4.253578 -0.509240 -0.2 0.3 0.2
H 1.979518 -4.754096 -1.098775 0.4 0.1 0.3
H 3.500952 -3.666706 -1.072057 -0.3 -0.4 0.3
Br -0.866572 4.851107 -2.709141 -0.3 -0.9 1.2
C -1.252919 3.642766 -1.301523 0.6 0.7 -1.2
C -2.393138 3.778721 -0.507091 -0.6 0.1 0.4
C -2.670942 2.809365 0.452534 -0.3 0.0 0.3
C -1.807910 1.713825 0.588561 -0.4 1.5 -0.7
N -0.719418 1.616184 -0.186310 0.4 1.4 -1.0
C -0.394986 2.553307 -1.111859 -0.5 -0.9 1.0
H -3.033202 4.643509 -0.661478 -0.1 -0.2 0.2
H -3.543215 2.878364 1.100576 0.1 0.2 -0.2
H -2.013347 0.925519 1.348368 -0.1 0.6 -0.4
H 0.515944 2.404410 -1.677267 0.0 0.1 -0.1
```
Forces are in eV/Å.

Summary:
- HOMO level (spin up / spin down): -0.62973 / -0.62968 hartree
- Largest force on an atom: 5.82 eV/Å
- LUMO (spin up / spin down): -11.70 / -15.83 eV
- Spin multiplicity: 2
- Calculated total energy: -122754.966 eV
- Molecular weight: 471.1 g mol⁻¹
- Net charge: +3
- Energy relative to the best compared isomer or geometry (same formula, charge and spin): 15.9 kcal per mole
- <S²>: 0.770
- HOMO-LUMO gap (spin up / spin down): 0.1998 / 0.0481 Ha


Record 3
The following is a DFT calculation (ωB97M-V with the def2-TZVPD basis set) of a single C14H10N2O7S2 molecule at a distorted geometry.

The geometry in XYZ format:
```
35
Properties=species:S:1:pos:R:3:forces:R:3
C 0.163383 -0.963145 -5.670304 0.4 0.0 -1.8
O 0.896099 -0.416214 -4.583821 0.4 0.8 1.0
C 1.611288 0.718127 -4.761357 -0.4 0.7 -1.9
O 1.698656 1.329740 -5.810458 -0.2 -1.1 0.8
C 2.318799 1.300558 -3.555361 -0.7 -1.3 1.3
N 1.780032 0.745528 -2.290388 -0.3 -1.6 1.9
C 0.598676 1.212454 -1.642910 -0.2 5.4 -4.6
O -0.021279 2.223009 -2.045279 1.3 -2.1 0.2
C 0.279997 0.604009 -0.458999 -3.7 -2.0 6.8
C -0.756642 0.976716 0.503972 3.8 -1.3 -2.7
C -0.915578 0.353783 1.849946 0.4 0.9 0.1
C -2.169557 -0.167107 2.166502 -0.9 -1.2 0.9
C -2.416816 -0.792297 3.400555 0.8 0.3 -0.8
C -1.409556 -0.852795 4.332284 1.0 1.7 -2.0
C -0.197976 -0.229567 4.078261 0.2 -0.7 1.7
C 0.060425 0.401542 2.874400 -1.6 -1.1 -0.4
N 1.334783 1.038740 2.725373 2.0 0.6 0.0
O 2.314262 0.435998 3.210354 -1.5 1.3 -0.9
O 1.361076 2.137015 2.156161 0.2 -1.6 0.7
O -1.771055 -1.507678 5.408395 -1.0 -1.2 1.7
C -3.159075 -1.888441 5.203067 0.0 0.3 0.7
O -3.487998 -1.489772 3.888868 -0.3 0.3 -0.9
S 1.362553 -0.785782 -0.186830 -0.2 0.5 -0.2
C 2.303740 -0.368169 -1.594298 1.8 0.5 -1.3
S 3.752781 -1.127455 -1.970671 -1.6 0.6 0.3
H -0.384359 -0.208289 -6.267357 0.4 -0.1 0.5
H -0.575655 -1.688027 -5.314751 0.5 0.2 0.3
H 0.889901 -1.451225 -6.371010 -0.7 0.3 0.6
H 2.121666 2.354177 -3.521009 -0.2 0.5 -0.2
H 3.405468 1.138504 -3.648781 -0.5 -0.2 0.3
H -1.437026 1.787281 0.299097 0.1 0.1 -0.5
H -2.954052 -0.205395 1.439543 -0.2 0.2 -0.5
H 0.499434 -0.297294 4.914853 0.3 0.4 -0.6
H -3.286756 -2.975632 5.319776 0.2 0.4 -0.1
H -3.809639 -1.342896 5.922180 0.5 -0.3 -0.3
```
Forces are in eV/Å.

Summary:
- HOMO level: -0.31765 hartree
- Largest force on an atom: 8.03 eV/Å
- LUMO: -1.37 eV
- Calculated total energy: -53658.623 eV
- Molecular weight: 382.4 g mol⁻¹
- SMILES string: COC(=O)CN1C(=O)/C(=C/c2cc3c(cc2[N+](=O)[O-])OCO3)SC1=S
- Net charge: 0
- Energy relative to the best compared isomer or geometry (same formula, charge and spin): 2.8 kcal per mole
- HOMO-LUMO gap: 0.2674 Ha


Record 4
The following is a DFT calculation (ωB97M-V with the def2-TZVPD basis set) of a molecular structure, C22H42Cl3N2O3SSiV at a distorted geometry.

The geometry in XYZ format:
```
75
Properties=species:S:1:pos:R:3:forces:R:3
C -2.199852 -1.790819 -3.798625 0.2 -0.4 -0.5
C -1.530925 -2.137040 -2.496168 0.4 -0.3 0.2
H -2.302620 -2.718969 -4.381171 -0.1 0.4 0.1
H -1.615012 -1.090092 -4.412879 -0.3 -0.2 0.2
H -3.202024 -1.372973 -3.652643 0.3 0.0 0.0
C -0.789477 -3.258042 -2.428765 -0.7 0.4 0.5
C -0.461231 -4.167839 -3.564181 0.2 -0.5 -0.2
H -0.471382 -3.651036 -1.465735 0.1 0.4 -0.2
H 0.145739 -3.697534 -4.350337 -0.2 0.0 0.2
H -1.351040 -4.600211 -4.041608 0.1 0.1 0.1
H 0.116032 -4.998767 -3.142580 0.0 0.0 -0.4
V 2.352004 3.675151 -1.594261 -3.2 -1.9 0.8
Cl 1.131180 1.715893 -0.623281 1.2 0.4 1.0
Cl 1.727881 5.209071 -0.225616 0.0 0.5 0.0
H 1.213257 4.730351 4.161670 0.1 -0.2 -0.1
H -0.790983 5.955280 3.947102 -0.1 -0.1 -0.1
C 1.081880 4.189675 3.215624 0.1 0.1 0.0
C -0.998479 5.510753 2.969527 0.0 -0.2 -0.2
N -0.324311 4.230389 2.855610 0.0 0.1 0.0
H 1.411198 3.151359 3.319603 -0.1 0.2 -0.1
C -0.941489 3.157246 2.305482 0.6 -1.4 -0.3
O -0.429516 2.044942 2.144047 -0.7 1.7 0.2
H -2.075908 5.355663 2.868588 0.1 0.1 0.0
H -1.984233 3.377585 1.987149 0.3 -0.1 0.2
H 1.692112 4.684862 2.446034 -0.1 -0.2 0.2
H -0.666286 6.212417 2.193085 0.0 -0.1 0.1
H 3.144226 -1.047629 -2.583214 0.1 0.1 0.2
H 2.316990 -3.589086 -1.140632 0.1 -0.1 0.1
C 3.702463 -1.024501 -1.636790 -0.2 -0.2 0.0
C 3.027389 -3.086725 -0.471711 -0.6 0.1 -0.1
N 2.895178 -1.637199 -0.581648 0.7 0.7 0.3
H 3.940600 0.010788 -1.372449 0.0 -0.3 0.0
C 2.617988 -0.907954 0.562977 0.6 -0.1 0.6
O 3.054701 0.193094 0.856460 -0.2 -0.9 -0.5
H 2.824806 -3.397779 0.554758 0.1 0.0 -0.2
H 1.921066 -1.458935 1.234681 0.4 0.2 -0.1
H 4.615812 -1.619412 -1.770029 0.0 0.3 0.0
H 4.042450 -3.396065 -0.745549 -0.1 0.1 0.1
O -1.029497 -0.013963 -1.335414 1.4 0.2 0.5
C -1.788623 -1.210103 -1.289177 -0.3 -0.1 0.2
C -0.194181 -2.319433 0.281487 0.0 -0.9 -0.1
C -1.507791 -1.939129 0.020999 0.2 0.6 -0.3
H 0.603045 -1.941811 -0.372048 -0.6 -0.2 0.4
C 0.054003 -3.321459 1.227841 -0.3 0.4 -0.3
H -2.860163 -0.950300 -1.320648 0.2 0.0 0.1
C -2.540508 -2.323152 0.872388 0.2 -0.3 -0.3
H 1.060050 -3.722483 1.344717 -0.3 0.1 0.2
C -1.002324 -3.819564 1.985539 0.1 -0.4 -0.1
C -2.290247 -3.305626 1.826752 0.1 0.1 0.2
H -3.534540 -1.893600 0.730804 0.2 -0.3 0.0
H -0.811727 -4.635287 2.688511 -0.2 0.3 -0.2
H -3.106258 -3.688693 2.433834 0.1 0.1 0.0
Si -0.843070 1.522511 -1.911389 -1.9 1.3 -1.3
Cl 4.358483 3.190291 -1.513885 1.8 -0.3 -0.2
C 0.404798 2.799129 -2.873319 0.2 0.2 -1.4
C -1.779700 3.012623 -1.241696 0.4 0.0 0.7
C -2.104509 1.286883 -3.371511 0.8 0.3 -0.5
H 1.433827 2.413298 -3.080818 -0.3 -0.2 -0.3
H 0.502150 3.802088 -2.351154 -0.8 -0.5 -0.1
H -0.032298 3.044636 -3.847218 0.3 0.3 -0.1
H -1.506115 0.869587 -4.196994 -0.6 -0.1 -0.1
H -2.559868 2.224306 -3.734749 0.3 -0.3 0.1
H -2.925541 0.611364 -3.095575 0.4 0.2 -0.1
H -2.677588 2.761770 -0.679363 -0.1 0.1 0.0
H -2.052986 3.542539 -2.165837 0.0 -0.1 0.4
H -1.127466 3.658431 -0.648886 -0.2 0.1 0.2
C -0.541711 -1.890942 4.680612 -0.1 -0.2 0.2
S -0.215290 -0.883179 3.243834 -0.4 0.2 -0.4
C 1.206273 0.019747 3.831849 0.2 0.4 0.2
H -1.613705 -2.112870 4.687394 0.2 0.0 0.1
H -0.275705 -1.325210 5.578555 -0.1 -0.2 0.0
H 0.023042 -2.826667 4.621461 -0.1 0.1 0.2
H 0.835331 0.939353 4.297769 0.4 -0.1 0.0
H 1.750997 -0.598708 4.555082 0.0 0.2 -0.2
H 1.849257 0.267689 2.977725 -0.1 0.0 0.3
```
Forces are in eV/Å.

Summary:
- HOMO level (spin up / spin down): -0.26530 / -0.26530 hartree
- Largest force on an atom: 3.76 eV/Å
- LUMO (spin up / spin down): -1.84 / -1.16 eV
- Spin multiplicity: 3
- Calculated total energy: -114586.306 eV
- Molecular weight: 600.0 g mol⁻¹
- Net charge: 0
- <S²>: 2.018
- HOMO-LUMO gap (spin up / spin down): 0.1978 / 0.2226 Ha


Record 5
The following is a DFT calculation (ωB97M-V with the def2-TZVPD basis set) of a molecular structure, C17H24AgCl5N3OTa at a distorted geometry.

The geometry in XYZ format:
```
52
Properties=species:S:1:pos:R:3:forces:R:3
N 1.869485 -0.252562 0.113773 0.5 -0.1 0.0
C 3.027195 -0.507300 0.409823 2.3 -0.6 0.1
O 4.158884 -0.754324 0.609549 -2.7 0.6 -0.3
Ag 1.106098 0.908086 -2.989292 0.7 -0.3 -0.4
Ta -0.035966 -0.015446 -0.034565 0.0 -1.8 1.6
N -0.575133 -1.602579 -1.043345 0.0 1.5 -0.2
N 0.051045 1.630813 -1.174131 -0.9 0.5 0.0
C -0.293735 -3.026170 -0.702049 0.0 -0.5 -0.2
C 0.672025 2.992011 -0.992305 0.0 0.0 -0.2
C 0.949807 -3.443448 -1.485933 0.2 -0.2 0.0
C -1.485504 -3.910667 -1.091327 0.0 -0.1 0.0
C -0.044559 -3.177512 0.783909 0.0 -0.1 0.3
C 0.492250 3.804973 -2.285060 -0.1 0.2 0.4
C -0.015853 3.682147 0.182449 0.1 0.3 0.1
C 2.162725 2.811765 -0.758649 0.3 0.3 0.2
H 0.773295 -3.397953 -2.566795 0.2 -0.1 0.2
H 1.198887 -4.481649 -1.222688 0.0 0.3 -0.2
H 1.806944 -2.801282 -1.240141 -0.2 -0.2 0.0
H -2.414752 -3.523489 -0.654904 0.1 -0.2 -0.1
H -1.301467 -4.922092 -0.699944 -0.1 0.3 -0.1
H -1.597976 -4.001502 -2.177635 -0.1 0.0 0.3
H 0.830783 -2.608324 1.120944 -0.2 -0.1 0.0
H 0.165315 -4.237696 0.988694 0.0 0.4 0.0
H -0.930835 -2.891377 1.364615 0.2 0.0 0.0
H 0.893764 3.267696 -3.165445 -0.1 0.2 0.1
H 1.071518 4.737273 -2.182676 -0.3 -0.3 -0.2
H -0.561740 4.059610 -2.457033 0.4 0.0 -0.1
H -1.083273 3.846947 -0.028097 0.4 0.1 0.2
H 0.466326 4.660541 0.340058 -0.3 -0.3 0.1
H 0.065099 3.090384 1.109721 0.1 0.2 -0.3
H 2.385403 2.265870 0.165367 0.0 0.2 -0.2
H 2.622126 3.814073 -0.707587 -0.1 -0.5 0.1
H 2.639186 2.276978 -1.601398 0.0 0.1 0.2
C -1.357374 1.692503 -1.690611 0.1 0.3 -0.5
H -1.920306 0.792717 -1.368630 0.0 0.4 -0.4
H -1.872607 2.595103 -1.327960 0.0 -0.6 0.0
H -1.356447 1.705740 -2.795553 -0.3 0.0 0.5
C -1.082112 -1.435259 -2.438472 0.0 -0.4 0.0
H -2.173823 -1.263013 -2.438794 0.5 -0.1 -0.2
H -0.565084 -0.618456 -2.985094 -0.4 -0.3 0.2
H -0.847226 -2.357908 -2.988730 -0.3 0.6 0.0
Cl 2.067426 -1.530489 3.100712 -0.2 0.4 0.2
C 0.618955 -0.607566 3.343132 -0.8 0.6 -0.5
C -0.149240 -0.152664 2.218323 -0.3 -0.2 -0.2
C -1.400011 0.395963 2.507683 0.7 -0.2 1.2
Cl -2.433718 0.669177 1.072395 0.5 0.1 0.4
C -1.868846 0.667563 3.805337 0.1 -0.1 -0.4
Cl -3.373397 1.453022 4.016720 0.0 -0.1 0.0
C -1.063200 0.296477 4.902859 0.2 -0.1 -0.9
Cl -1.597170 0.617629 6.488110 0.1 -0.1 -0.2
C 0.177894 -0.358357 4.660291 -0.2 0.0 -0.4
Cl 1.128939 -0.855966 5.990382 -0.1 0.0 -0.1
```
Forces are in eV/Å.

Summary:
- HOMO level: -0.53499 hartree
- Largest force on an atom: 2.77 eV/Å
- LUMO: -8.00 eV
- Calculated total energy: -92683.964 eV
- Molecular weight: 752.5 g mol⁻¹
- Net charge: +2
- HOMO-LUMO gap: 0.2408 Ha